Entry P
20
Properties=species:S:1:pos:R:3 method="wB97M-V/def2-TZVPD" total_charge=-1 homo_energy_ha=-0.1501
C -2.25 1.40 -1.72
C -1.12 1.07 -0.76
N -0.29 2.26 -0.55
C 0.78 2.03 0.41
H -2.95 0.56 -1.81
H -1.87 1.66 -2.71
H -2.83 2.26 -1.37
H -0.49 0.27 -1.14
H -1.54 0.70 0.19
H -0.88 3.03 -0.26
H 1.46 2.89 0.39
H 0.42 1.84 1.43
H 1.31 1.13 0.09
O 1.26 -1.26 -0.41
C 0.79 -1.71 0.66
O -0.05 -1.18 1.41
C 1.29 -3.11 1.08
H 0.55 -3.87 0.79
H 2.23 -3.35 0.59
H 1.40 -3.16 2.17

Entry Q
20
Properties=species:S:1:pos:R:3 method="wB97M-V/def2-TZVPD" smiles=N[C@H](CO)CCC[O-] total_charge=-1 homo_energy_ha=-0.0806
C 1.50 1.38 0.91
O 1.10 1.74 2.22
C 0.35 0.90 0.00
C 0.68 -0.46 -0.62
C -0.52 -1.16 -1.19
C -1.48 -1.78 -0.09
O -1.96 -2.99 -0.40
N 0.01 1.85 -1.07
H 2.28 0.61 0.93
H 1.98 2.26 0.46
H 0.88 0.92 2.68
H -0.56 0.79 0.58
H 1.51 -0.30 -1.34
H 1.12 -1.08 0.18
H -0.31 -2.03 -1.83
H -1.10 -0.50 -1.85
H -0.86 -1.75 0.86
H -2.28 -1.00 0.07
H 0.77 2.00 -1.72
H -0.30 2.74 -0.69

Of them, entry P has the highest stability.